126
Properties=species:S:1:pos:R:3 method="wB97M-V/def2-TZVPD" de_lowest_kcal_mol=131.19 e_lumo_ev=0.05 orbital_gap_ev=9.52 homo_energy_ev=-9.467 multiplicity=1
C 1.743 0.812 -3.507
C 1.006 0.809 -4.856
O 0.190 1.935 -4.972
H 1.256 1.263 -2.643
H 2.638 1.424 -3.619
H 2.208 -0.126 -3.201
H 0.510 -0.102 -5.193
H 1.826 0.951 -5.560
H 0.743 2.621 -5.354
C -0.861 -2.768 -4.216
C -2.078 -2.035 -3.628
O -2.894 -1.736 -4.718
H -1.087 -3.761 -4.605
H -0.042 -2.788 -3.498
H -0.317 -2.219 -4.985
H -1.686 -1.090 -3.251
H -2.484 -2.662 -2.835
H -2.438 -1.039 -5.196
C -0.211 -5.616 -1.221
C -0.973 -4.373 -0.776
O -0.043 -3.331 -0.711
H 0.559 -5.766 -0.464
H 0.321 -5.591 -2.172
H -0.778 -6.546 -1.182
H -1.310 -4.541 0.247
H -1.933 -4.285 -1.284
H -0.438 -2.583 -0.256
C 0.937 4.814 3.499
C 1.685 4.152 2.327
O 2.127 5.180 1.486
H 0.025 5.371 3.284
H 1.656 5.415 4.057
H 0.488 4.051 4.134
H 1.098 3.389 1.814
H 2.496 3.592 2.792
H 2.737 5.781 1.920
C -4.717 -0.082 0.118
C -5.149 -1.304 0.900
O -5.749 -2.167 -0.102
H -3.994 -0.362 -0.648
H -4.240 0.669 0.748
H -5.557 0.382 -0.398
H -5.806 -1.057 1.734
H -4.276 -1.803 1.321
H -5.843 -3.016 0.337
C -2.841 0.995 5.072
C -2.801 0.997 3.550
O -2.395 -0.233 2.869
H -1.881 0.879 5.575
H -3.630 0.307 5.376
H -3.067 1.981 5.477
H -2.244 1.840 3.140
H -3.819 1.120 3.180
H -2.968 -0.903 3.248
C -3.042 1.841 -3.051
C -2.494 3.272 -3.284
O -3.223 4.232 -2.500
H -2.367 1.054 -3.386
H -3.833 1.588 -3.757
H -3.411 1.766 -2.028
H -2.628 3.594 -4.316
H -1.418 3.395 -3.164
H -3.650 3.728 -1.804
C 4.620 -0.197 1.353
C 3.579 -0.434 0.285
O 4.191 -0.983 -0.820
H 5.609 -0.043 0.922
H 4.850 -1.118 1.888
H 4.503 0.564 2.124
H 3.170 0.561 0.107
H 2.890 -1.114 0.784
H 3.476 -1.348 -1.346
C 3.435 -4.449 -1.559
C 2.833 -3.452 -2.500
O 2.111 -2.500 -1.857
H 4.252 -5.032 -1.984
H 2.648 -5.015 -1.061
H 3.728 -3.884 -0.674
H 2.210 -3.849 -3.301
H 3.532 -3.110 -3.263
H 1.194 -2.734 -1.696
C -2.223 3.270 0.430
C -3.735 3.456 0.760
O -4.629 3.256 -0.315
H -1.566 3.500 1.269
H -1.979 3.909 -0.418
H -2.076 2.244 0.092
H -3.753 4.477 1.141
H -4.055 2.820 1.586
H -5.501 3.480 0.017
C 1.754 4.634 -2.543
C 2.738 3.748 -1.738
O 3.903 3.680 -2.464
H 2.247 5.606 -2.558
H 0.809 4.866 -2.053
H 1.669 4.114 -3.497
H 2.155 2.868 -1.468
H 2.959 4.283 -0.814
H 4.456 2.927 -2.245
C 1.515 -3.909 2.689
C 3.014 -4.089 2.823
O 3.147 -5.499 3.143
H 0.968 -4.202 3.585
H 1.214 -4.654 1.953
H 1.215 -2.950 2.266
H 3.600 -3.633 3.621
H 3.440 -4.066 1.820
H 2.672 -5.680 3.958
C 0.236 0.227 0.793
C -0.855 -0.353 -0.185
O -1.382 -1.427 0.432
H -0.203 0.869 1.556
H 0.908 0.734 0.101
H 0.903 -0.546 1.176
H -0.361 -0.729 -1.081
H -1.540 0.398 -0.577
H -1.790 -0.972 1.172
C 2.186 0.649 4.029
C 1.555 -0.537 4.801
O 2.443 -0.843 5.844
H 3.220 0.540 3.700
H 2.155 1.434 4.784
H 1.569 0.879 3.160
H 1.518 -1.426 4.171
H 0.601 -0.365 5.299
H 2.410 -0.162 6.520